Formula: H18O9
Source: the OMol25 dataset
Level of theory: ωB97M-V/def2-TZVPD

```
27
Properties=species:S:1:pos:R:3
O -1.4061 -3.7464 -1.4978
H -0.7041 -3.1444 -1.1848
H -1.2581 -3.8754 -2.4298
O 1.5999 -0.4004 -2.0668
H 1.4369 0.0526 -2.8958
H 0.9939 -0.1704 -1.4138
O 0.1149 2.8066 -2.1258
H 0.3459 2.4726 -1.2628
H 0.4439 3.7256 -2.1228
O 1.4939 1.9426 0.3652
H 2.3029 2.4446 0.3882
H 0.8459 2.5786 0.6912
O -1.8231 0.4746 2.5792
H -0.8581 0.5066 2.5402
H -2.0241 0.1756 1.6722
O 0.7469 -2.6434 -0.4058
H 1.3179 -2.6914 -1.1778
H 0.7229 -3.4784 0.0762
O -3.0081 -0.0184 0.0852
H -3.4221 -0.7504 -0.3908
H -2.0801 -0.0574 -0.0388
O 0.9579 1.1936 3.2442
H 1.6439 1.5546 3.8072
H 1.0179 1.8186 2.5262
O -0.1401 -0.2274 0.2402
H 0.3119 -1.0304 0.3132
H 0.4269 0.4876 0.4842
```

HOMO-LUMO gap: 9.7 eV
charge: 0
SMILES: O.O.O.O.O.O.O.O.O
LUMO level: -0.40 eV
energy above the lowest of the compared OMol25 structures with the same formula, charge and spin: 257.1 kJ/mol

Formula: C38H40As2FeNO4P
Source: the OMol25 dataset
Level of theory: ωB97M-V/def2-TZVPD

```
87
Properties=species:S:1:pos:R:3
Fe -1.1404 -0.0214 0.2972
O -0.9574 0.3285 2.3223
C 0.0468 0.4130 3.0062
C 1.3789 0.0712 2.6205
C 2.3879 0.2966 3.5573
C 3.6829 -0.0025 3.2614
C 4.0270 -0.5527 2.0081
C 3.0639 -0.7793 1.0751
C 1.6893 -0.4810 1.3319
O 0.8111 -0.7174 0.4473
N 4.7230 0.2546 4.2564
O 5.8715 -0.0161 3.9596
O 4.3913 0.7313 5.3264
H -0.0759 0.7905 4.0324
H 2.1468 0.7165 4.5290
H 5.0656 -0.7787 1.8096
H 3.3114 -1.1942 0.1067
C -4.5757 -1.8794 -0.0421
As -2.6565 -2.1431 -0.2287
C -2.7189 -2.7743 -2.0808
C -2.5041 -3.9136 0.6284
C -3.5822 -4.4128 1.3596
C -3.5248 -5.6549 1.9738
C -2.3759 -6.4213 1.8663
C -1.2899 -5.9268 1.1581
C -1.3274 -4.6781 0.5365
As 0.2733 -3.9818 -0.3812
C 0.9156 -5.6632 -1.1685
C 1.4435 -3.9769 1.1897
H -5.1012 -2.7914 -0.3163
H -4.8735 -1.0796 -0.7133
H -4.8333 -1.5926 0.9751
H -3.3999 -3.6194 -2.1282
H -1.7308 -3.0820 -2.4052
H -3.0758 -1.9773 -2.7318
H -4.4829 -3.8246 1.4681
H -4.3753 -6.0191 2.5394
H -2.3180 -7.3950 2.3374
H -0.3944 -6.5333 1.0927
H 1.0522 -6.4417 -0.4191
H 1.8713 -5.4768 -1.6544
H 0.2062 -6.0077 -1.9189
H 1.4294 -4.9469 1.6845
H 1.1014 -3.2132 1.8874
H 2.4641 -3.7390 0.8908
C 3.1880 2.1352 -1.0177
C 2.5531 2.7745 0.1961
C 3.3978 3.3105 1.1705
C 2.9094 3.9072 2.3191
C 1.5386 3.9778 2.5212
C 0.6811 3.4585 1.5651
C 1.1632 2.8668 0.3888
P -0.1260 2.0079 -0.5995
C 0.4008 1.7714 -2.3424
C 0.2450 0.4563 -2.7974
C 0.5499 0.0909 -4.0993
C 1.0306 1.0533 -4.9728
C 1.1939 2.3588 -4.5331
C 0.8846 2.7456 -3.2286
C 1.0733 4.1949 -2.8558
C -1.5201 3.1629 -0.7129
C -1.4519 4.5571 -0.7308
C -2.6114 5.3107 -0.7836
C -3.8459 4.6673 -0.8111
C -3.9157 3.2845 -0.7870
C -2.7582 2.4962 -0.7428
C -2.8126 0.9968 -0.6848
H 4.1942 1.7945 -0.7736
H 3.2670 2.8467 -1.8442
H 2.6180 1.2811 -1.3779
H 4.4717 3.2408 1.0201
H 3.5945 4.3066 3.0584
H 1.1375 4.4301 3.4203
H -0.3891 3.4906 1.7362
H -0.0995 -0.3036 -2.1070
H 0.4264 -0.9367 -4.4218
H 1.2849 0.7900 -5.9935
H 1.5753 3.1096 -5.2185
H 1.8746 4.6359 -3.4509
H 1.3180 4.3248 -1.8030
H 0.1597 4.7594 -3.0580
H -0.4946 5.0594 -0.6560
H -2.5569 6.3931 -0.7876
H -4.7579 5.2537 -0.8479
H -4.8840 2.7953 -0.7990
H -2.8051 0.5644 -1.6987
H -3.7426 0.6857 -0.2052
```

HOMO-LUMO gap (alpha / beta): 6.5 / 7.9 eV
charge: 0
spin multiplicity: 5
LUMO level (alpha / beta): -0.02 / -0.01 eV
energy above the lowest of the compared OMol25 structures with the same formula, charge and spin: 69.4 kJ/mol